Entry 1:
Here is one molecule with the formula C2H4N2O2 at a distorted geometry from the Open Molecules 2025 dataset. Energies are from ωB97M-V/def2-TZVPD.

Geometry (Å):
C -0.1675 -0.4499 -0.5513
N -2.2389 0.2867 -0.1237
C 2.0174 0.3186 0.2747
O -1.1108 0.4046 -1.0033
N 0.9320 0.3634 -0.3423
O -0.3014 -1.5996 -0.2320
H -2.3857 -0.7265 -0.0413
H -1.7404 0.6168 0.8774
H 2.8843 0.7928 -0.1673
H 2.1109 -0.0067 1.3091

LUMO level (eV): -0.3
ΔE to the lowest compared entry with this formula, charge and spin (eV): 4.7525
Max |F| (hartree/bohr): 0.0747
HOMO-LUMO gap (eV): 9.7
HOMO level (eV): -9.97

=====

Entry 2:
Here is a 10-piece molecular cluster, C23H31Br2F3N9O2 overall at a distorted geometry from the Open Molecules 2025 dataset. Energies are from ωB97M-V/def2-TZVPD.

Geometry (Å):
O 1.2803 0.1934 -1.7812
C 2.0168 -0.8023 -1.6395
O 3.1020 -0.8710 -0.9818
C 1.5376 -2.1329 -2.2911
C 0.9339 -3.0394 -1.2145
C -0.4822 -2.7406 -0.7447
F -1.0492 -3.9104 -0.2512
Br -0.4997 -1.4702 0.7305
C -1.5075 -2.2572 -1.7900
F -2.7433 -2.2254 -1.2068
F -1.2735 -1.0352 -2.2483
Br -1.6489 -3.5118 -3.2564
H 2.4264 -2.6552 -2.6490
H 0.8965 -1.9547 -3.1538
H 1.5883 -2.8902 -0.3512
H 0.9953 -4.1030 -1.4597
C -2.3556 -1.2060 -7.3464
C -1.3045 -1.9856 -6.7112
N -0.4882 -2.5822 -6.1735
H -1.9194 -0.3660 -7.8836
H -2.9100 -1.8284 -8.0466
H -3.0376 -0.8260 -6.5878
C 2.2881 2.3407 0.4191
C 1.9000 2.9424 1.6840
N 1.5953 3.4177 2.6833
H 2.7132 3.1004 -0.2341
H 3.0270 1.5569 0.5776
H 1.4372 1.8797 -0.0863
C -5.3745 -0.5863 0.0425
C -5.5410 0.1621 1.2781
N -5.6724 0.7508 2.2525
H -4.3700 -1.0016 -0.0128
H -6.0998 -1.3972 0.0079
H -5.5319 0.0716 -0.8099
C 5.6998 -2.8975 0.3069
C 4.7182 -3.5103 -0.5663
N 3.9182 -4.0024 -1.2183
H 6.5135 -3.5770 0.5480
H 6.0940 -2.0044 -0.1770
H 5.1495 -2.5745 1.1837
C 2.6484 -0.1662 1.4045
C 3.6045 -0.8538 2.2593
N 4.4291 -1.3803 2.8613
H 2.8311 0.9068 1.4410
H 2.7688 -0.5159 0.3697
H 1.6330 -0.3702 1.7402
C 3.1273 5.8651 5.0321
C 4.4974 6.3514 5.0288
N 5.5678 6.7630 5.0057
H 3.0185 5.0141 4.3595
H 2.8356 5.5629 6.0362
H 2.4683 6.6591 4.6868
C -8.8810 1.6908 4.0065
C -10.1484 1.4014 3.3533
N -11.1480 1.1715 2.8419
H -8.0944 1.0536 3.6040
H -8.6054 2.7295 3.8357
H -8.9720 1.5169 5.0771
C 4.0395 8.7845 1.9181
C 2.9130 7.8627 1.9125
N 2.0323 7.1290 1.8988
H 4.8680 8.3469 2.4741
H 4.3575 8.9832 0.8964
H 3.7495 9.7209 2.3908
C -2.3465 -7.5576 -2.4053
C -0.9778 -7.1184 -2.6259
N 0.0924 -6.7457 -2.7977
H -2.5057 -8.5298 -2.8684
H -2.5407 -7.6327 -1.3370
H -3.0356 -6.8345 -2.8386

LUMO level (eV): 2.0
Max |F| (hartree/bohr): 0.0618
Total charge: -1
HOMO-LUMO gap (eV): 7.5
HOMO level (eV): -5.56

=====

Entry 3:
Here is one molecule with the formula C4H9NS3 at a distorted geometry from the Open Molecules 2025 dataset. Energies are from ωB97M-V/def2-TZVPD.

Geometry (Å):
C 0.2344 0.6437 2.5619
C 0.4294 -0.2100 -0.0276
C -0.0297 -1.3346 -1.0155
C 0.6046 1.8317 -2.1954
H 0.3550 0.4363 3.7077
H 0.8877 1.5743 2.4996
H -0.8793 0.8286 2.7115
H -0.3908 0.3333 0.4318
H 0.8458 -1.9756 -0.9092
H 0.0289 -0.8443 -2.0376
H -1.5865 -2.2524 0.2636
H -2.1451 -1.5601 -1.1630
H 1.2774 2.2175 -3.0937
N -1.1989 -2.0179 -0.6894
S 0.9008 -0.9302 1.6251
S 1.6979 0.8559 -0.9237
S -1.0317 2.4037 -1.7463

LUMO level (eV): -1.2
ΔE to the lowest compared entry with this formula, charge and spin (eV): 3.6164
Max |F| (hartree/bohr): 0.1289
HOMO-LUMO gap (eV): 7.8
HOMO level (eV): -8.93

=====

Entry 4:
Here is C7H11N as an isolated structure at a distorted geometry from the Open Molecules 2025 dataset. Energies are from ωB97M-V/def2-TZVPD.

Geometry (Å):
C 0.3990 -1.7822 0.7672
C 1.5714 -1.0931 0.2328
C 0.7298 0.0677 0.2538
C 0.1559 1.5023 -0.3024
C -1.0186 1.4692 0.4916
C -1.4289 0.3681 -0.5374
C -0.4280 -0.8414 -0.3238
H 0.2089 -1.4569 1.7488
H 0.4464 -2.9472 0.5328
H 1.5938 -1.3213 -0.8575
H 2.5143 -0.9482 0.7613
H 0.4173 0.0611 1.2911
H 1.0055 2.3088 -0.2988
H -1.4986 2.5469 0.5884
H -0.9009 1.1231 1.5368
H -2.4907 0.2447 -0.6629
H -0.2201 0.7673 -2.3237
H -0.4351 -1.1843 -1.4318
N -0.6213 1.1155 -1.4664

LUMO level (eV): 1.2
ΔE to the lowest compared entry with this formula, charge and spin (eV): 7.0649
Max |F| (hartree/bohr): 0.1385
HOMO-LUMO gap (eV): 9.6
HOMO level (eV): -8.38

=====

Entry 5:
Here is a 2-piece molecular cluster, C3H5NO2S overall at a distorted geometry from the Open Molecules 2025 dataset. Energies are from ωB97M-V/def2-TZVPD.

Geometry (Å):
C -0.0104 -0.8795 0.0840
C 0.4498 -0.2915 -1.2341
C 0.9392 -1.5212 0.7597
N -0.4560 4.2936 -0.7031
O -0.4766 1.9291 0.1655
O 1.5847 0.0718 -1.4367
S 0.2564 3.0033 -0.4273
H -1.0473 -0.7773 0.3132
H -0.4858 -0.1469 -1.9633
H 1.9545 -1.8458 0.2796
H 0.8173 -2.0424 1.6771
H -1.4583 4.4548 -0.5460

LUMO level (eV): -0.4
ΔE to the lowest compared entry with this formula, charge and spin (eV): 2.7865
Max |F| (hartree/bohr): 0.0487
HOMO-LUMO gap (eV): 9.4
HOMO level (eV): -9.87

=====

Entry 6:
Here is one molecule with the formula C3H7NO2S at a distorted geometry from the Open Molecules 2025 dataset. Energies are from ωB97M-V/def2-TZVPD.

Geometry (Å):
C -1.4320 1.2629 -0.5053
C -1.9553 -1.2299 0.8644
C 2.1795 0.5582 0.0471
N -0.4771 0.6214 -0.9930
O 0.6516 -1.7161 -0.9894
O 1.0474 -0.0239 0.8180
S -0.0517 -0.8037 -0.1175
H -1.6708 2.2299 -0.9504
H -1.8644 0.9452 0.5320
H -1.9956 -2.1087 0.0162
H -1.7212 -1.8262 1.8564
H 3.0143 0.6927 0.6624
H 1.9414 1.5714 -0.4479
H 2.3337 -0.1732 -0.7929

LUMO level (eV): 0.4
ΔE to the lowest compared entry with this formula, charge and spin (eV): 7.0523
Max |F| (hartree/bohr): 0.0686
HOMO-LUMO gap (eV): 9.2
HOMO level (eV): -8.83

=====

Entry 7:
Here is one molecule with the formula C5H11NO from the Open Molecules 2025 dataset. Energies are from ωB97M-V/def2-TZVPD.

Geometry (Å):
C -1.6189 -0.7872 -0.6389
C -0.9940 0.5997 -0.5064
C 0.4303 0.6356 0.1198
C 0.4330 1.3130 1.4878
N 1.0532 -0.6772 0.2409
C 1.6192 -1.3012 -0.8209
O 1.6952 -0.8301 -1.9407
H -1.0461 -1.4011 -1.3416
H -1.6627 -1.3154 0.3221
H -2.6422 -0.7133 -1.0208
H -0.9514 1.0561 -1.5033
H -1.6539 1.2332 0.1035
H 1.0838 1.2015 -0.5513
H 0.0648 2.3397 1.4018
H -0.2231 0.7883 2.1947
H 1.4419 1.3494 1.9107
H 0.9502 -1.1908 1.1047
H 2.0208 -2.3002 -0.5622

LUMO level (eV): 0.9
ΔE to the lowest compared entry with this formula, charge and spin (eV): 0.3563
Max |F| (hartree/bohr): 0.0079
HOMO-LUMO gap (eV): 10.6
HOMO level (eV): -9.74

=====

Entry 8:
Here is C23H24N8SeYb as an isolated structure from the Open Molecules 2025 dataset. Energies are from ωB97M-V/def2-TZVPD.

Geometry (Å):
Yb 0.2521 0.1857 0.0462
C -2.8134 -0.0593 0.6595
C -2.8212 1.1463 -0.2658
N -1.6459 1.1582 -1.1965
C -1.8818 0.4104 -2.4672
C -1.3196 -0.9941 -2.4856
C -1.5934 -1.8521 -3.5342
C -1.0414 -3.1243 -3.5153
C -0.2516 -3.5198 -2.4397
C -0.0227 -2.6183 -1.4248
C 0.8049 -2.9729 -0.2084
N 0.4794 -2.0772 0.9363
C -0.8653 -2.4161 1.5067
C -1.4336 -1.2800 2.3408
N -1.6100 -0.0272 1.5438
N -0.5296 -1.3671 -1.4646
H -2.7962 -0.9791 0.0750
H -3.7282 -0.0627 1.2534
H -2.7961 2.0669 0.3194
H -3.7556 1.1503 -0.8285
H -1.5194 2.1278 -1.4740
H -1.4267 0.9722 -3.2845
H -2.9506 0.3660 -2.6847
H -2.2347 -1.5362 -4.3474
H -1.2409 -3.8152 -4.3248
H 0.1603 -4.5199 -2.3906
H 1.8684 -2.8772 -0.4367
H 0.6271 -4.0187 0.0482
H 1.1687 -2.2683 1.6602
H -0.8083 -3.3095 2.1294
H -1.5304 -2.6495 0.6763
H -0.7576 -1.0555 3.1680
H -2.3819 -1.6028 2.7746
H -1.7810 0.7164 2.2175
Se 6.9235 4.4468 -0.1835
N 6.1956 3.2998 -1.3027
C 5.0753 2.8956 -0.7544
C 4.1741 1.9388 -1.3730
C 4.4353 1.3731 -2.6267
C 3.5372 0.4808 -3.1681
C 2.3962 0.1709 -2.4457
N 2.1236 0.6951 -1.2448
C 3.0064 1.5794 -0.7020
C 2.6912 2.1463 0.6129
N 1.5428 1.7427 1.2253
C 1.2422 2.2592 2.4219
C 2.0354 3.1889 3.0739
C 3.1989 3.5996 2.4632
C 3.5423 3.0730 1.2117
C 4.7605 3.4595 0.5205
N 5.6260 4.3194 1.0004
H 5.3441 1.6549 -3.1450
H 3.7045 0.0256 -4.1343
H 1.6713 -0.5279 -2.8469
H 0.3254 1.9146 2.8863
H 1.7363 3.5716 4.0396
H 3.8627 4.3219 2.9233

Multiplicity: 2
LUMO level (spin up / spin down) (eV): -9.1 / -9.4
ΔE to the lowest compared entry with this formula, charge and spin (eV): 0.0000
Max |F| (hartree/bohr): 0.0083
Total charge: +3
HOMO-LUMO gap (spin up / spin down) (eV): 7.4 / 7.1
HOMO level (spin up / spin down) (eV): -16.51 / -16.51

=====

> max |F| of number 5 (C3H5NO2S)?

0.0487 hartree/bohr

=====

> Look up the max |F| of the first one.

0.0747 hartree/bohr